1.
C41H38FN4O3PtSi | ωB97M-V with the def2-TZVPD basis set

**LUMO energy (spin up / spin down)**: -2.99 / -5.57 eV
**Kohn-Sham gap (spin up / spin down)**: 0.13721 / 0.15816 Ha
**⟨S²⟩**: 6.11
**Energy**: -2538.081803 hartree

The geometry in ORCA input format:
```
! wB97M-V def2-TZVPD RIJCOSX def2/J DEFGRID3
* xyz 1 5
Pt -0.97628 1.05664 1.43136
F 4.54810 -0.70894 -1.04620
C 3.61801 -1.54841 -0.58881
C 2.77700 -1.13341 0.47669
C 1.67979 -1.93801 0.94612
C 0.59863 -1.36588 1.71275
O 0.62372 -0.16364 2.08800
C -0.49391 -2.23558 2.08669
C -0.31224 -3.59016 1.84813
N 0.67077 -4.12842 1.09254
C 0.64659 -5.51183 0.86427
C -0.66836 -6.11424 0.42349
C 0.38231 -5.88043 -0.54633
C 1.70400 -3.32008 0.58538
C 2.66489 -3.80742 -0.35751
C 3.50237 -2.92444 -1.07098
N 4.22037 -3.44875 -2.13647
C 4.61735 -2.59303 -3.23802
C 4.81751 -3.30574 -4.56157
N 4.86209 -4.84475 -4.34867
C 5.70401 -5.08874 -3.13890
C 5.00525 -4.60729 -1.89229
C -1.76564 -1.72082 2.54974
O -2.51324 -2.29000 3.33963
O -2.12253 -0.49414 2.01999
H 2.88737 -0.14216 0.92176
H -1.10692 -4.27210 2.18294
H 1.30341 -6.21750 1.44940
H -1.61924 -5.57367 0.32508
H -0.70812 -7.15954 0.72857
H 0.36509 -5.13247 -1.31952
H 0.93589 -6.73532 -0.86330
H 2.74906 -4.86141 -0.56883
H 5.52723 -2.01258 -2.93553
H 3.81932 -1.86992 -3.38776
H 5.79842 -3.05846 -4.97437
H 4.08147 -3.04479 -5.36177
H 5.21821 -5.19243 -5.23386
H 3.85323 -5.13176 -4.09212
H 6.64632 -4.54051 -3.18537
H 5.91226 -6.16666 -3.04825
H 5.74682 -4.39650 -1.10817
H 4.47153 -5.46628 -1.43674
C -6.63222 0.18457 1.17221
C -5.81828 -0.13713 0.08092
C -4.60593 0.53928 -0.12125
C -4.24994 1.62146 0.70549
C -5.07184 1.92111 1.80574
C -6.21303 1.16643 2.06849
Si -2.56810 2.39344 0.46978
C -1.95642 2.47996 -1.29072
C -0.65016 2.79475 -1.69437
C -0.35563 3.08092 -3.02839
C -1.27052 2.85429 -3.99002
C -2.56229 2.41057 -3.65339
C -2.90497 2.33965 -2.32517
C -2.75989 4.26744 0.86103
C -1.57669 5.04095 0.76152
C -1.62629 6.43067 1.01061
C -2.86586 7.06469 1.16432
C -4.00781 6.30715 1.15417
C -3.95384 4.91491 1.04720
H -7.61662 -0.31325 1.33457
H -6.12502 -0.92488 -0.56339
H -3.96953 0.20938 -0.94301
H -4.79934 2.74245 2.51765
H -6.81415 1.53559 2.93142
H 0.16217 2.86265 -0.94891
H 0.58017 3.48329 -3.33156
H -0.98182 2.97208 -5.07733
H -3.22982 2.01758 -4.39774
H -3.96074 2.12811 -2.09060
H -0.62784 4.53193 0.55969
H -0.75360 7.06805 1.06092
H -3.03948 8.14320 1.28726
H -4.95703 6.79128 1.36446
H -4.91995 4.40744 1.15911
N 0.28488 2.47884 1.41971
C 0.70547 3.06776 2.54055
C 1.80687 3.95131 2.34273
C 2.17336 4.82122 3.31628
C 1.43622 4.81670 4.55868
C 0.37891 3.93018 4.77264
C 0.06345 3.00119 3.82194
H 2.39507 3.95412 1.39580
H 2.89531 5.62569 3.15443
H 1.79648 5.50984 5.33224
H -0.18049 3.95586 5.70769
H -0.72511 2.23886 3.94541
*
```

Mulliken atomic charge list, values in e, 2 entries:
1. Pt 0.743
2. F -0.310

=====

2.
C18H26N3O5 | ωB97M-V with the def2-TZVPD basis set

**LUMO energy**: -2.60 eV
**Kohn-Sham gap**: 0.28909 Ha
**Relative energy (zero: lowest compared OMol25 entry of this formula, charge and spin)**: 0.0 kJ/mol
**SMILES**: CC[NH+](CC)CCNC(=O)c1c(O)c2cc(OC)c(OC)cc2[nH]c1=O
**Energy**: -1241.819049 hartree

The geometry in ORCA input format:
```
! wB97M-V def2-TZVPD RIJCOSX def2/J DEFGRID3
* xyz 1 1
C -4.51427 -2.16333 -1.31535
C -4.94753 -0.76045 -0.92111
N -4.06933 -0.17964 0.11913
C -4.17724 -0.84838 1.43750
C -5.53400 -0.70127 2.10851
H -5.48307 -1.15290 3.09517
H -5.81120 0.34181 2.23307
H -6.31748 -1.21141 1.55586
H -3.94584 -1.90433 1.29522
H -3.40143 -0.42303 2.07835
C -4.20532 1.29362 0.20573
H -5.24397 1.58009 0.03089
H -3.91584 1.61914 1.20664
C -3.29232 1.98505 -0.81397
N -1.89672 1.97344 -0.43331
C -1.10839 0.89736 -0.43811
O -1.59583 -0.26931 -0.55609
C 0.31955 1.10840 -0.27626
C 1.19927 0.02018 -0.28060
C 2.60171 0.23213 -0.13974
C 3.08004 1.54584 0.00132
C 4.44295 1.76293 0.13475
C 5.35867 0.71577 0.13188
C 4.87535 -0.62233 -0.01314
C 3.52188 -0.83106 -0.14380
H 3.12138 -1.82416 -0.25558
O 5.79286 -1.62465 -0.01388
C 5.35005 -2.95550 -0.16229
H 4.84028 -3.10303 -1.11844
H 4.68977 -3.25107 0.65784
H 6.25276 -3.56294 -0.13637
O 6.63011 1.10428 0.27040
C 7.72248 0.20305 0.28763
H 7.79930 -0.35232 -0.64774
H 8.60110 0.83484 0.41084
H 7.65365 -0.49523 1.12245
H 4.83245 2.76244 0.24408
N 2.18539 2.57972 0.00235
C 0.83332 2.45840 -0.12721
O 0.14052 3.47944 -0.10568
H 2.53357 3.52663 0.10314
O 0.78580 -1.22895 -0.41667
H -0.19653 -1.22460 -0.52144
H -1.37816 2.86341 -0.32189
H -3.58995 3.02984 -0.90084
H -3.40959 1.51474 -1.79819
H -3.02551 -0.32823 -0.22467
H -5.97998 -0.75717 -0.56660
H -4.89058 -0.11399 -1.79859
H -5.07341 -2.47574 -2.19258
H -3.45573 -2.18007 -1.56375
H -4.70501 -2.88745 -0.52886
*
```

natural (NBO) atomic charge list, values in e, 2 entries:
1. C -0.633
2. C -0.217

=====

3.
C3H9N3O | ωB97M-V with the def2-TZVPD basis set

**LUMO energy**: 0.76 eV
**Kohn-Sham gap**: 0.29230 Ha
**Relative energy (zero: lowest compared OMol25 entry of this formula, charge and spin)**: 681.8 kJ/mol
**Energy**: -358.984774 hartree

The geometry in ORCA input format:
```
! wB97M-V def2-TZVPD RIJCOSX def2/J DEFGRID3
* xyz 0 1
C -0.14888 1.74035 1.07320
C 0.61971 -1.78957 -0.54397
N -1.47335 -0.66485 0.37079
N -0.38595 -0.14540 1.21117
C -0.25494 -0.58229 -0.35887
O 1.09296 0.70837 -1.69918
N -0.23207 0.51392 -1.17653
H 0.91949 1.06475 -2.57732
H -2.06662 0.11953 0.09590
H -0.33796 -0.75507 2.03483
H -0.97674 2.29018 0.63982
H 0.79783 1.90084 0.57410
H -0.09048 1.83358 2.15057
H 0.58805 -2.09796 -1.58816
H 1.64950 -1.52846 -0.30541
H 0.29945 -2.60792 0.09906
*
```

natural (NBO) atomic charge list, values in e, 2 entries:
1. C -0.317
2. C -0.652

=====

4.
C21H27N3O2S | ωB97M-V with the def2-TZVPD basis set

**LUMO energy**: 0.41 eV
**Kohn-Sham gap**: 0.29552 Ha
**Relative energy (zero: lowest compared OMol25 entry of this formula, charge and spin)**: 736.2 kJ/mol
**SMILES**: C=CCc1cccc2c1Sc1ccccc1N2.CN(C)C=O.CN(C)C=O
**Energy**: -1529.146954 hartree

The geometry in ORCA input format:
```
! wB97M-V def2-TZVPD RIJCOSX def2/J DEFGRID3
* xyz 0 1
C -0.68592 4.96275 0.36520
C -1.44938 5.22333 -0.78841
C -3.00482 4.92416 -0.74296
C -3.37094 4.01377 0.46720
C -4.02029 4.49292 1.70149
C -4.31387 3.57142 2.80550
C -3.96644 2.13775 2.73278
C -3.29949 1.66573 1.50540
C -3.02046 2.59854 0.38658
S -2.18146 1.83690 -1.05537
C -1.00383 0.71919 -0.20787
C 0.39732 0.51838 -0.71259
C 1.27638 -0.36194 0.05525
C 0.71494 -0.99346 1.28297
C -0.67047 -0.84274 1.80169
C -1.57642 0.04325 1.03446
N -2.93602 0.26816 1.43725
H -0.90321 5.57360 1.27362
H 0.11627 4.18574 0.30099
H -0.93858 5.65635 -1.68501
H -3.57357 5.89842 -0.66642
H -3.31048 4.38433 -1.67396
H -4.24587 5.58278 1.74485
H -4.79203 3.96407 3.73983
H -4.19009 1.42817 3.56966
H 0.70155 1.05556 -1.64802
H 2.34133 -0.53211 -0.29087
H 1.41520 -1.63720 1.87838
H -1.00394 -1.34471 2.74560
H -3.18562 -0.24518 2.28043
C 5.11993 -1.60661 -1.21588
O 3.96955 -1.94963 -1.01109
N 6.15280 -1.79407 -0.36193
C 7.49923 -1.35811 -0.67428
C 5.90230 -2.45320 0.90710
H 5.41612 -1.09845 -2.14836
H 8.16621 -2.22327 -0.67199
H 7.82947 -0.64273 0.08245
H 7.53572 -0.88262 -1.65407
H 5.49950 -3.45082 0.72180
H 5.16466 -1.87949 1.47188
H 6.82351 -2.53157 1.48262
C -0.69447 -4.99562 -1.45098
O -0.91074 -6.18478 -1.59522
N -1.58927 -4.00542 -1.68197
C -1.25822 -2.60675 -1.48715
C -2.92036 -4.35676 -2.13848
H 0.28464 -4.62155 -1.10805
H -1.92819 -2.16150 -0.74890
H -1.38812 -2.09541 -2.44456
H -0.22991 -2.48338 -1.14915
H -3.39584 -5.00531 -1.39965
H -2.84618 -4.90107 -3.08233
H -3.52215 -3.45982 -2.27946
*
```

natural (NBO) atomic charge list, values in e, 2 entries:
1. C -0.445
2. C -0.153

=====

> Look up the energy of the second one.

-1241.819049 hartree

=====

> Among the records above, which one has the highest energy?

C3H9N3O

=====

> What is the energy in the fourth record?

-1529.146954 hartree